Record 1
Molecular formula: C6H11N2O
Method: DFT, ωB97M-V/def2-TZVPD

As for the HOMO-LUMO gap (alpha / beta): 4.62 / 6.23 eV. As for the multiplicity: 1. Its HOMO energy (alpha / beta) is -9.99 / -10.71 eV. Its total charge is +1. For the energy above the lowest of the compared OMol25 structures with the same formula, charge and spin, the calculation gives 103.3 kcal per mole.

CARTESIAN COORDINATES (ANGSTROEM)
1 C -3.139 0.000 -0.284
2 C 0.144 -1.731 0.118
3 C 1.704 0.180 -0.008
4 C -3.705 1.288 -0.234
5 C 2.503 0.382 -1.247
6 C 1.818 1.161 1.112
7 N 1.035 -0.895 0.165
8 N 0.000 -2.970 0.498
9 O -2.428 -0.910 -0.265
10 H -4.781 1.274 -0.435
11 H -3.545 1.710 0.764
12 H -3.223 1.943 -0.968
13 H 3.567 0.341 -1.006
14 H 2.284 -0.386 -1.985
15 H 2.309 1.363 -1.680
16 H 2.547 0.806 1.842
17 H 2.153 2.127 0.744
18 H 0.869 1.274 1.631
19 H -0.872 -3.446 0.340
20 H 0.757 -3.510 0.898

---

Record 2
Molecular formula: C8H9O2S2
Method: DFT, ωB97M-V/def2-TZVPD

As for the HOMO-LUMO gap: 7.11 eV. As for the multiplicity: 1. Its HOMO energy is -3.93 eV. Its total charge is -1. For the energy above the lowest of the compared OMol25 structures with the same formula, charge and spin, the calculation gives 43.2 kcal per mole.

CARTESIAN COORDINATES (ANGSTROEM)
1 C -2.508 -1.890 -0.780
2 C -1.194 -1.492 -0.917
3 C -3.282 -0.972 -0.073
4 C -1.030 -0.299 -0.294
5 C 0.151 2.004 0.204
6 C 0.946 -0.056 1.697
7 C 2.795 0.624 -0.653
8 C 0.265 0.405 -0.249
9 O -1.025 2.226 0.431
10 O 1.196 2.672 0.416
11 S -2.401 0.414 0.430
12 S 1.434 -0.213 -1.484
13 H -2.923 -2.737 -1.279
14 H -0.306 -1.816 -1.467
15 H -4.425 -0.995 -0.033
16 H 1.554 -0.936 1.576
17 H 1.508 0.784 2.090
18 H 0.079 -0.151 2.309
19 H 2.315 1.136 0.142
20 H 3.176 1.351 -1.485
21 H 3.674 -0.061 -0.581

---

Record 3
Molecular formula: C17H11ClF3N2O4RuS
Method: DFT, ωB97M-V/def2-TZVPD

As for the HOMO-LUMO gap (alpha / beta): 7.97 / 6.93 eV. As for the multiplicity: 6. Its HOMO energy (alpha / beta) is -8.17 / -8.67 eV. For the energy above the lowest of the compared OMol25 structures with the same formula, charge and spin, the calculation gives 0.0 kcal per mole. The expectation value of S² is 8.760.

CARTESIAN COORDINATES (ANGSTROEM)
1 Ru -0.446 0.454 -0.041
2 C 3.927 -0.700 0.803
3 C 4.584 0.499 0.570
4 C 3.861 1.611 0.187
5 C 2.480 1.517 0.035
6 N 1.865 0.342 0.250
7 C 2.558 -0.732 0.629
8 C 1.606 2.653 -0.350
9 C 2.113 3.937 -0.539
10 C 1.272 4.981 -0.887
11 C -0.086 4.754 -1.058
12 C -0.597 3.476 -0.870
13 C 0.232 2.416 -0.514
14 H 4.458 -1.590 1.105
15 H 5.658 0.569 0.690
16 H 4.371 2.546 0.007
17 H 1.985 -1.634 0.785
18 H 3.167 4.143 -0.408
19 H 1.678 5.975 -1.025
20 H -0.746 5.568 -1.331
21 H -1.661 3.315 -1.007
22 F -2.542 0.735 4.996
23 C -2.999 -0.431 4.506
24 F -4.108 -0.743 5.203
25 F -2.084 -1.368 4.783
26 C -3.291 -0.331 3.034
27 C -4.584 -0.456 2.562
28 C -4.847 -0.351 1.201
29 C -3.788 -0.112 0.352
30 N -2.545 0.030 0.808
31 C -2.259 -0.084 2.118
32 S -0.565 0.104 2.447
33 H -5.387 -0.645 3.260
34 H -5.849 -0.461 0.815
35 H -3.913 -0.040 -0.721
36 O -0.116 -2.728 -2.651
37 Cl -0.795 -2.158 -1.548
38 O -2.043 -2.784 -1.282
39 O -1.052 -0.701 -1.841
40 O 0.043 -2.142 -0.360

---

Record 4
Molecular formula: C7H9F7K3N3O18S6
Method: DFT, ωB97M-V/def2-TZVPD

As for the HOMO-LUMO gap (alpha / beta): 2.96 / 8.24 eV. As for the multiplicity: 2. Its HOMO energy (alpha / beta) is -2.07 / -7.35 eV. Its total charge is -1. The expectation value of S² is 0.752.

CARTESIAN COORDINATES (ANGSTROEM)
1 K -3.929 -0.310 -0.876
2 K -2.852 1.374 2.106
3 K -0.345 1.009 -4.696
4 N -1.441 0.573 -0.019
5 S -0.163 -0.594 -0.345
6 O 0.667 -0.911 0.750
7 O 0.424 -0.624 -1.712
8 F -1.249 -1.823 -0.346
9 S -0.704 1.703 -0.650
10 O -0.790 1.895 -2.094
11 O 0.421 2.256 0.127
12 F -1.752 2.866 -0.291
13 N 4.047 -1.174 -4.210
14 S 3.525 0.395 -3.606
15 O 3.749 0.701 -2.198
16 O 2.402 1.061 -4.272
17 F 4.792 1.042 -4.269
18 S 2.772 -1.843 -3.772
19 O 1.555 -1.630 -4.566
20 O 2.682 -2.083 -2.341
21 F 3.169 -3.339 -4.245
22 N -5.118 1.686 0.726
23 S -5.587 2.938 -0.352
24 O -6.357 4.100 0.149
25 O -5.945 2.516 -1.718
26 F -4.103 3.507 -0.579
27 S -6.378 1.651 1.486
28 O -7.602 1.327 0.781
29 O -6.471 2.481 2.678
30 F -6.004 0.258 2.137
31 C 1.017 -4.756 -0.282
32 C 1.340 -4.188 1.114
33 C 0.117 -4.074 2.109
34 O 0.576 -4.568 3.352
35 C 1.760 -5.173 3.171
36 O 2.350 -5.816 4.040
37 O 2.168 -5.046 1.866
38 H 0.408 -5.658 -0.217
39 H 1.937 -5.075 -0.772
40 H 0.561 -4.087 -1.012
41 H 1.733 -3.186 0.942
42 H -0.779 -4.516 1.673
43 H -0.157 -3.028 2.242
44 C 1.927 4.720 2.072
45 C 2.630 3.985 0.935
46 O 2.817 2.678 1.374
47 C 2.331 2.456 2.559
48 O 2.459 1.469 3.225
49 O 2.011 3.666 3.021
50 F 3.892 4.536 0.803
51 H 0.908 4.890 1.726
52 H 2.441 5.652 2.306
53 H 2.137 4.108 -0.030

---

Record 5
Molecular formula: C4H6N2O
Method: DFT, ωB97M-V/def2-TZVPD

As for the HOMO-LUMO gap: 10.34 eV. As for the multiplicity: 1. Its HOMO energy is -9.41 eV. For the energy above the lowest of the compared OMol25 structures with the same formula, charge and spin, the calculation gives 47.9 kcal per mole.

CARTESIAN COORDINATES (ANGSTROEM)
1 C 0.971 -1.178 -0.356
2 C 0.098 -0.129 -0.712
3 N 0.697 1.053 -0.674
4 N 1.953 0.771 -0.300
5 C 2.167 -0.551 -0.100
6 H 0.750 -2.233 -0.289
7 H -0.944 -0.196 -0.992
8 H 2.615 1.524 -0.206
9 H 3.132 -0.931 0.204
10 C -2.874 0.486 0.794
11 O -2.567 -0.632 1.125
12 H -3.926 0.763 0.588
13 H -2.123 1.289 0.664

---

In order of appearance, calculated total energy = -419.59221 -1257.05043 -2317.45318 -6678.74692 -340.71864 hartree.
In order of appearance, max |F| = 4.01 4.85 0.15 10.47 0.53 eV/A.